# 1
Formula: C53H54O30
Source: OMol25
Level of theory: ωB97M-V with the def2-TZVPD basis set

structure (SMILES)	CCOCC[C@@]1(CCCCCCCCOC(C)=O)COC(=O)O1.O=C1C=C(O)C(=O)C=C1O.O=C1C=C(O)C(=O)C=C1O.O=C1C=C(O)C(=O)C=C1O.O=C1C=C(O)C(=O)C=C1O.O=C1C=C(O)C(=O)C=C1O.O=C1C=C(O)C(=O)C=C1O
gap between HOMO and LUMO	7.99	eV
E_HOMO	-0.353	Eh
E_LUMO	-1.6127	eV
total energy	-117259.41343	eV

XYZ file:
```
137
Properties=species:S:1:pos:R:3:lowdin_charge:R:1
C 3.45082 -0.65839 2.50393 -0.036
C 4.33828 -0.62741 1.27850 -0.233
O 3.55660 -0.96992 0.13532 -0.191
C 4.32516 -1.25930 -1.00614 -0.193
C 4.79629 -2.73054 -1.12488 -0.056
C 4.01485 -3.84656 -0.43070 -0.389
C 2.68814 -4.22435 -1.09800 -0.108
C 1.66069 -3.12261 -1.33440 -0.175
C 1.08892 -2.54944 -0.03577 -0.181
C 0.34057 -1.21787 -0.16932 -0.183
C 0.88708 -0.22767 -1.19595 -0.213
C 0.08754 1.07380 -1.14557 -0.191
C 0.42650 1.99363 0.04986 -0.159
C 1.80991 1.80341 0.64350 -0.173
O 2.80344 2.26770 -0.29543 0.000
C 3.96983 2.71459 0.20982 -0.556
C 5.14229 2.41477 -0.68623 0.016
O 4.05547 3.31452 1.24067 0.114
C 4.89360 -5.10940 -0.39351 -0.078
O 4.40757 -5.79129 0.76768 0.070
C 4.07827 -4.81474 1.64758 -0.565
O 3.99024 -4.95402 2.81299 0.185
O 3.86056 -3.64971 0.99853 0.083
H 4.06222 -0.64373 3.40530 0.060
H 2.78760 0.21180 2.51523 0.067
H 2.82652 -1.55411 2.48007 0.079
H 5.16905 -1.33623 1.38638 0.125
H 4.74798 0.38261 1.12568 0.106
H 3.73538 -0.96378 -1.87845 0.115
H 5.22434 -0.62545 -1.00947 0.117
H 4.80424 -2.99580 -2.18857 0.137
H 5.82922 -2.78259 -0.76695 0.117
H 2.96709 -4.64489 -2.07268 0.126
H 2.23248 -5.04306 -0.52747 0.138
H 2.10679 -2.35086 -1.96837 0.091
H 0.83972 -3.57109 -1.90694 0.122
H 0.38342 -3.29305 0.35984 0.117
H 1.87762 -2.46375 0.71248 0.078
H 0.36460 -0.73697 0.81815 0.113
H -0.71754 -1.38042 -0.40057 0.090
H 1.96128 -0.05986 -1.06606 0.080
H 0.75811 -0.65766 -2.19707 0.114
H 0.15356 1.62702 -2.08588 0.109
H -0.96343 0.78229 -1.05225 0.088
H 0.37347 3.03251 -0.28859 0.109
H -0.31119 1.90900 0.85213 0.114
H 2.03457 0.75209 0.84934 0.079
H 1.90621 2.35860 1.57827 0.127
H 5.95156 2.01699 -0.07227 0.085
H 5.49779 3.35532 -1.11545 0.092
H 4.87997 1.73413 -1.49352 0.075
H 4.83421 -5.73840 -1.27939 0.142
H 5.94331 -4.84829 -0.21842 0.137
O -5.61614 5.16765 -4.31127 0.100
C -4.90526 4.57536 -3.51738 -0.302
C -5.32876 3.47074 -2.68722 0.072
C -4.43686 2.92785 -1.84754 -0.222
O -4.70211 1.90812 -1.04095 0.110
C -3.01139 3.42696 -1.73232 -0.293
O -2.31047 2.85451 -0.91603 0.093
C -2.57862 4.51324 -2.58109 0.076
C -3.46853 5.05823 -3.42347 -0.232
O -3.19690 6.05842 -4.24576 0.115
H -6.34887 3.12298 -2.76760 0.110
H -3.86945 1.72551 -0.55703 0.113
H -1.55553 4.85375 -2.50582 0.136
H -4.03178 6.24203 -4.72480 0.119
O -13.03321 2.76391 0.00160 0.103
C -11.98884 3.10118 -0.52722 -0.310
C -11.80742 4.31076 -1.29890 0.074
C -10.60407 4.55207 -1.83850 -0.237
O -10.31458 5.61752 -2.56835 0.114
C -9.43453 3.60311 -1.67210 -0.309
O -8.40179 3.92810 -2.23196 0.088
C -9.60992 2.40168 -0.89142 0.074
C -10.81146 2.16187 -0.34690 -0.230
O -11.09574 1.09705 0.38558 0.118
H -12.64809 4.97972 -1.41589 0.136
H -9.37276 5.52235 -2.82351 0.121
H -8.76841 1.73335 -0.77585 0.139
H -12.03771 1.18713 0.63793 0.120
O 6.16629 0.25962 4.24951 0.097
C 6.88537 -0.18145 5.13026 -0.301
C 6.49064 -1.17269 6.10228 0.080
C 7.38802 -1.56412 7.01922 -0.230
O 7.14557 -2.46415 7.95719 0.120
C 8.79684 -1.00384 7.07127 -0.311
O 9.51607 -1.43287 7.95658 0.101
C 9.19504 -0.02352 6.08718 0.068
C 8.29687 0.36687 5.17193 -0.240
O 8.54531 1.25022 4.21775 0.110
H 5.48710 -1.57179 6.05713 0.138
H 7.97227 -2.54327 8.47598 0.120
H 10.20500 0.36023 6.11947 0.136
H 7.70748 1.33941 3.71695 0.119
O -9.41758 1.39633 -4.20108 0.100
C -10.29956 1.51344 -5.03481 -0.303
C -10.89690 2.76827 -5.42815 0.076
C -11.87483 2.75455 -6.34652 -0.229
O -12.49601 3.83523 -6.78494 0.122
C -12.37430 1.47068 -6.98310 -0.310
O -13.27644 1.58800 -7.79296 0.105
C -11.76346 0.21773 -6.60077 0.073
C -10.78481 0.23244 -5.68422 -0.231
O -10.15361 -0.84775 -5.25434 0.119
H -10.53596 3.67976 -4.97167 0.130
H -13.15560 3.52160 -7.43786 0.122
H -12.11670 -0.69139 -7.06609 0.136
H -9.50347 -0.53522 -4.59203 0.120
O -5.58162 -3.94041 3.98917 0.105
C -5.07029 -3.34291 3.05935 -0.310
C -5.66927 -3.17732 1.75392 0.073
C -4.98866 -2.50449 0.81499 -0.231
O -5.43349 -2.28696 -0.41212 0.118
C -3.61578 -1.91563 1.07398 -0.304
O -3.08937 -1.33969 0.13581 0.086
C -3.02277 -2.06449 2.38086 0.076
C -3.70431 -2.73581 3.32210 -0.231
O -3.26625 -2.93764 4.55167 0.123
H -6.64756 -3.60131 1.57788 0.136
H -4.73334 -1.77610 -0.86795 0.118
H -2.04742 -1.63276 2.55724 0.135
H -3.96165 -3.45644 5.00624 0.122
O 9.30928 -2.14526 3.06272 0.097
C 10.32168 -1.78862 2.48426 -0.309
C 10.40898 -0.64562 1.60656 0.070
C 11.58570 -0.37023 1.02471 -0.231
O 11.78779 0.64628 0.20422 0.120
C 12.82419 -1.21634 1.25409 -0.311
O 13.82808 -0.87184 0.65624 0.104
C 12.73983 -2.34960 2.14667 0.073
C 11.56362 -2.62318 2.73022 -0.231
O 11.36609 -3.63099 3.56321 0.121
H 9.52337 -0.04650 1.44982 0.132
H 12.72907 0.59413 -0.06255 0.121
H 13.62862 -2.94069 2.31536 0.136
H 10.42326 -3.58869 3.82398 0.121
```


# 2
Formula: C53H55BrCdIN3O3P2
Source: OMol25
Level of theory: ωB97M-V with the def2-TZVPD basis set

gap between HOMO and LUMO	6.65	eV
E_HOMO	-0.267	Eh
E_LUMO	-0.6255	eV
total energy	-167751.82403	eV
ΔE to the lowest compared entry with this formula, charge and spin	63.5	kcal/mol

XYZ file:
```
119
Properties=species:S:1:pos:R:3:lowdin_charge:R:1
Cd -0.29430 -0.37731 -0.50057 1.119
C -1.20170 1.17739 -6.21327 -0.005
C 0.01160 0.48569 -5.67967 -0.258
N 1.11530 0.50249 -6.37977 0.126
C 2.18260 -0.16181 -5.93257 -0.103
C 2.16350 -1.00241 -4.83937 -0.150
C 3.38980 -1.82831 -4.53927 -0.221
O 3.51410 -2.94331 -5.40607 -0.049
C 0.96210 -1.09401 -4.08917 -0.083
C 0.71510 -2.18371 -3.20017 -0.156
N -0.39310 -2.39891 -2.56737 0.018
C -0.73540 -3.67131 -2.18097 -0.377
C -0.25340 -4.80321 -2.86677 -0.021
C -0.66100 -6.08141 -2.56127 -0.076
C -1.62080 -6.28731 -1.58407 -0.087
C -2.15250 -5.19781 -0.91567 -0.161
C -1.70200 -3.92111 -1.19847 -0.567
I -2.53260 -2.31711 -0.03347 0.953
C -0.09710 -0.20481 -4.43397 -0.302
O -1.14030 -0.05631 -3.69697 -0.240
H -1.01170 1.52669 -7.22217 0.081
H -1.46090 2.02089 -5.57887 0.050
H -2.04910 0.49189 -6.19787 0.091
H 3.07530 -0.04991 -6.53207 0.115
H 3.41620 -2.15661 -3.48947 0.107
H 4.28530 -1.22821 -4.72557 0.125
H 2.66800 -3.40251 -5.45457 0.083
H 1.50000 -2.94921 -3.17107 0.102
H 0.43630 -4.65131 -3.68127 0.104
H -0.24510 -6.91911 -3.10077 0.108
H -1.96840 -7.28301 -1.35607 0.105
H -2.92650 -5.34441 -0.17587 0.090
C 2.81350 -5.17671 4.57553 -0.046
C 3.58430 -3.85831 4.73713 -0.559
C 5.04250 -4.02711 4.28553 -0.046
C 3.61140 -3.49251 6.22523 -0.064
C 2.89840 -2.80071 3.88893 -0.186
C 2.75880 -2.99101 2.52203 -0.098
C 2.06730 -2.05621 1.78863 -0.523
Br 1.85080 -2.38191 -0.10367 0.785
C 1.48330 -0.86211 2.27093 -0.433
O 0.78890 -0.10291 1.48903 -0.353
C 1.74540 -0.63241 3.65723 -0.087
C 2.38150 -1.61751 4.39893 0.004
C 1.39910 0.64849 4.42263 -0.524
C 2.67290 1.16539 5.11673 -0.046
C 0.32830 0.34109 5.48183 -0.031
C 0.89410 1.77969 3.53003 -0.066
H 3.27850 -5.96841 5.15813 0.081
H 2.77960 -5.49021 3.53613 0.074
H 1.78950 -5.04511 4.91953 0.089
H 5.55450 -4.71871 4.95133 0.081
H 5.55500 -3.06771 4.32243 0.089
H 5.11480 -4.40961 3.27173 0.076
H 4.06040 -4.30881 6.78763 0.083
H 2.60830 -3.32911 6.61233 0.084
H 4.20850 -2.59921 6.39273 0.085
H 3.16700 -3.85401 2.02103 0.099
H 2.48140 -1.43481 5.45393 0.087
H 3.05140 0.46539 5.85643 0.070
H 2.46520 2.10679 5.62293 0.083
H 3.45550 1.33299 4.37943 0.093
H 0.68720 -0.38941 6.20363 0.077
H -0.56670 -0.05821 5.01033 0.073
H 0.05750 1.24899 6.01853 0.086
H 1.59520 1.98139 2.72413 0.094
H 0.76860 2.69069 4.11583 0.092
H -0.06200 1.52349 3.08573 0.033
C -2.52010 3.63279 -0.91887 -0.163
N -1.89980 2.32669 -0.80167 -0.508
P -1.28380 1.79509 0.67533 0.912
C -0.77450 3.38309 1.42373 -0.378
C 0.36040 3.97399 0.87873 -0.095
C 0.81490 5.18179 1.36853 -0.073
C 0.13410 5.80919 2.39943 -0.082
C -0.99880 5.22479 2.94073 -0.078
C -1.45470 4.00979 2.45933 -0.094
C -2.73520 1.26339 1.67323 -0.364
C -4.04720 1.67959 1.47403 -0.080
C -5.07980 1.06849 2.16553 -0.079
C -4.81740 0.05669 3.07243 -0.086
C -3.51480 -0.37021 3.27163 -0.094
C -2.48450 0.22089 2.56433 -0.169
P -1.42370 1.24209 -2.18907 0.923
C -2.98460 1.54989 -3.09957 -0.303
C -3.40270 2.75399 -3.65037 -0.125
C -4.62220 2.84629 -4.29837 -0.077
C -5.45140 1.74359 -4.39257 -0.085
C -5.05300 0.54299 -3.82637 -0.072
C -3.82980 0.44809 -3.19037 -0.090
C -0.01780 2.25379 -2.81937 -0.313
C 1.23610 1.90289 -2.32277 -0.138
C 2.37760 2.58399 -2.70197 -0.074
C 2.28800 3.63949 -3.59387 -0.076
C 1.05220 3.99559 -4.10167 -0.064
C -0.08710 3.30759 -3.72047 -0.088
H -2.64430 4.07549 0.06873 0.067
H -3.50360 3.55189 -1.38497 0.068
H -1.90320 4.30999 -1.51697 0.083
H 0.88070 3.46849 0.07383 0.098
H 1.70030 5.63569 0.94963 0.104
H 0.49490 6.75109 2.78333 0.101
H -1.53310 5.71559 3.73993 0.103
H -2.33370 3.54779 2.88933 0.106
H -4.26500 2.47449 0.77843 0.096
H -6.10020 1.37849 1.99453 0.104
H -5.62700 -0.40751 3.61503 0.103
H -3.30340 -1.17071 3.96393 0.107
H -1.46470 -0.11691 2.69333 0.073
H -2.79890 3.64359 -3.57887 0.082
H -4.92550 3.79469 -4.71717 0.105
H -6.39900 1.82619 -4.90307 0.101
H -5.69980 -0.32011 -3.87557 0.104
H -3.49500 -0.49151 -2.77647 0.076
H 1.32660 1.07229 -1.61727 0.056
H 3.33980 2.29669 -2.30267 0.109
H 3.17570 4.17729 -3.88987 0.104
H 0.96510 4.81379 -4.80077 0.108
H -1.02660 3.60499 -4.15157 0.076
```


# 3
Formula: C53H55FN5O10W
Source: OMol25
Level of theory: ωB97M-V with the def2-TZVPD basis set

total charge	+3
gap between HOMO and LUMO	4.90	eV
E_HOMO	-0.491	Eh
E_LUMO	-8.4705	eV
total energy	-88297.56111	eV
ΔE to the lowest compared entry with this formula, charge and spin	51.9	kcal/mol

XYZ file:
```
125
Properties=species:S:1:pos:R:3:lowdin_charge:R:1
W -0.17576 0.27819 -0.37419 2.021
C 3.98518 2.03179 6.91835 -0.051
C 3.51418 0.70083 6.35589 -0.177
N 3.32263 0.74029 4.89376 0.001
C 2.06623 0.82954 4.43810 0.056
C 1.74128 0.86668 3.10568 -0.037
C 0.37609 0.86143 2.61247 -0.457
O -0.58952 1.44019 3.02123 0.162
O 0.23676 0.06241 1.46784 -0.207
C 2.85821 0.92675 2.23031 -0.164
O 2.70927 1.15482 0.91168 0.007
C 4.13127 0.85486 2.64864 -0.033
C 6.15411 -0.12032 1.47280 -0.162
C 7.16833 0.26343 2.50136 -0.180
F 8.41253 0.42531 1.97649 0.065
C 6.98941 0.48495 3.81042 -0.172
C 5.71611 0.51708 4.53034 0.033
C 4.46281 0.69161 4.03225 -0.104
N 8.11730 0.71799 4.67266 -0.108
C 8.44610 2.11585 4.88554 -0.141
C 9.28690 2.26894 6.14057 -0.080
N 10.50694 1.39226 6.03054 0.064
C 10.13627 -0.04499 5.76426 -0.077
C 9.30794 -0.09450 4.49494 -0.150
H 4.11103 1.94679 7.99716 0.091
H 3.24781 2.81134 6.72675 0.088
H 4.93351 2.34397 6.48371 0.061
H 2.55569 0.42979 6.79387 0.124
H 4.19851 -0.11444 6.58612 0.122
H 1.29045 0.83029 5.19272 0.161
H 6.66488 -0.07329 0.50419 0.172
H 5.85090 0.41811 5.59601 0.100
H 7.52956 2.69049 5.01967 0.138
H 8.98007 2.54933 4.02373 0.142
H 8.74531 1.92721 7.02080 0.141
H 9.62572 3.29241 6.28804 0.142
H 11.06945 1.46282 6.87984 0.188
H 11.09534 1.72964 5.26413 0.186
H 9.57058 -0.38372 6.63012 0.142
H 11.05997 -0.61324 5.67577 0.143
H 9.02233 -1.12798 4.30417 0.149
H 9.93125 0.23011 3.65014 0.129
C 4.24335 3.78180 -4.01426 0.036
C 3.55748 2.43879 -4.02130 -0.531
C 3.99331 1.55332 -5.16811 0.038
O 3.79708 1.76707 -2.75306 0.009
C 2.57887 1.36869 -2.17730 -0.184
C 1.55429 1.60475 -3.30799 -0.152
O 2.14994 2.64602 -4.04328 0.009
C 0.11080 2.06647 -2.99387 -0.253
O -0.40848 1.17087 -1.93829 -0.253
C -0.08990 3.46431 -2.40468 -0.180
C -1.41158 3.85794 -2.16470 -0.025
C -1.69138 5.04634 -1.51180 -0.034
C -0.65438 5.87036 -1.08880 -0.044
C 0.65871 5.49840 -1.33016 -0.040
C 0.94507 4.30156 -1.98281 -0.021
C -0.74230 1.82579 -4.22456 -0.167
C -0.93532 2.85431 -5.13888 -0.004
C -1.63369 2.61616 -6.31353 -0.036
C -2.14698 1.35499 -6.57777 -0.051
C -1.94399 0.32343 -5.67229 -0.052
C -1.23297 0.55491 -4.50524 -0.030
C 2.72196 -0.08991 -1.67888 -0.261
O 1.42567 -0.35075 -1.03197 -0.286
C 3.76043 -0.30327 -0.56322 -0.053
C 4.06952 -1.57024 -0.25920 0.021
C 4.76478 -2.12474 0.89905 -0.042
C 5.65271 -1.52098 1.68175 -0.011
C 5.03526 0.94276 1.45553 -0.090
C 4.01499 0.91471 0.28437 -0.107
C 2.87234 -1.07714 -2.82409 -0.182
C 1.78352 -1.75485 -3.36264 -0.042
C 1.94961 -2.62222 -4.43454 -0.048
C 3.20824 -2.82052 -4.98030 -0.048
C 4.29879 -2.14376 -4.45111 -0.042
C 4.13299 -1.27755 -3.38215 -0.036
H 5.32363 3.64890 -4.04373 0.104
H 3.98050 4.34249 -3.11819 0.086
H 3.94123 4.35066 -4.89236 0.108
H 5.05087 1.30979 -5.07268 0.106
H 3.84153 2.08271 -6.10807 0.108
H 3.42289 0.62554 -5.19008 0.084
H 2.34201 1.99665 -1.31113 0.138
H 1.46925 0.69980 -3.91734 0.155
H -2.22536 3.22396 -2.49514 0.136
H -2.71980 5.33415 -1.34009 0.123
H -0.87242 6.80316 -0.58646 0.120
H 1.47129 6.14446 -1.02556 0.119
H 1.97325 4.05360 -2.19068 0.104
H -0.53394 3.84037 -4.94390 0.132
H -1.77757 3.42063 -7.02182 0.119
H -2.70027 1.17495 -7.48935 0.118
H -2.33624 -0.66375 -5.87849 0.111
H -1.06250 -0.26313 -3.81598 0.085
H 3.69726 -2.32817 -0.94149 0.126
H 4.52940 -3.16186 1.10916 0.116
H 6.07036 -2.07373 2.51487 0.127
H 5.54419 1.90894 1.41778 0.167
H 4.20382 1.77062 -0.35985 0.154
H 0.78641 -1.60206 -2.96636 0.089
H 1.09318 -3.14165 -4.84382 0.114
H 3.33951 -3.49771 -5.81319 0.119
H 5.28410 -2.29116 -4.87271 0.121
H 4.98753 -0.75245 -2.97707 0.131
O -0.30341 -1.90562 -0.41252 -0.071
H 0.55030 -2.36183 -0.48240 0.124
H -0.95013 -2.42904 0.08518 0.133
O 0.22808 2.28216 0.28728 -0.053
H -0.23516 2.55473 1.10121 0.117
H 0.14043 2.99356 -0.39331 0.085
N -2.15135 -0.23218 -0.31174 -0.079
C -3.25254 -0.98710 -0.81213 -0.227
C -3.05243 -1.81330 -1.91334 -0.033
C -4.12911 -2.52773 -2.40805 -0.042
C -5.37591 -2.41727 -1.80355 -0.032
C -5.55432 -1.59296 -0.70076 -0.031
C -4.49040 -0.86842 -0.18816 0.004
H -2.08124 -1.88274 -2.38575 0.097
H -3.99791 -3.16997 -3.26802 0.120
H -6.21334 -2.97835 -2.19511 0.124
H -6.52629 -1.51292 -0.23433 0.125
H -4.62176 -0.22716 0.67133 0.121
O -3.02635 1.72875 0.35493 0.118
N -2.13393 0.96116 0.14498 -0.258
```